{
  "formula": "C34H51CdN4OP2",
  "method": "wB97M-V/def2-TZVPD",
  "total_charge": 1,
  "homo_lumo_gap_ev": 5.6,
  "relative_energy_ev": 0.000,
  "mol_weight_g_mol": 706.17,
  "lumo_ha": -0.0976,
  "total_energy_ha": -2470.6003,
  "homo_energy_ev": -8.274,
  "symbols": ["C", "C", "C", "C", "C", "H", "H", "H", "N", "P", "P", "C", "H", "H", "C", "H", "C", "C", "C", "C", "C", "H", "H", "H", "C", "H", "H", "H", "C", "H", "H", "H", "C", "H", "H", "H", "C", "H", "H", "H", "C", "H", "H", "H", "C", "H", "H", "H", "C", "H", "H", "H", "C", "H", "H", "H", "C", "H", "H", "H", "C", "H", "H", "H", "C", "H", "H", "H", "Cd", "C", "O", "N", "C", "C", "C", "C", "C", "H", "C", "H", "C", "H", "H", "H", "N", "C", "C", "C", "N", "H", "H", "H", "H"],
  "xyz": [[1.961, -1.968, -0.838], [1.992, 0.248, -1.603], [2.887, -2.360, -1.804], [2.816, -0.145, -2.695], [3.290, -1.442, -2.771], [3.250, -3.387, -1.785], [3.087, 0.628, -3.415], [3.959, -1.751, -3.577], [1.511, -0.713, -0.734], [-0.171, -2.731, 0.899], [1.374, 2.388, 0.157], [1.494, -3.043, 0.147], [1.496, -4.026, -0.360], [2.268, -3.121, 0.934], [1.744, 1.636, -1.407], [1.821, 2.251, -2.315], [-0.062, 3.688, -0.130], [3.086, 3.219, 0.395], [-1.358, -3.569, -0.332], [-0.034, -3.618, 2.545], [-1.353, 3.130, 0.494], [-1.230, 2.940, 1.567], [-2.166, 3.865, 0.392], [-1.697, 2.200, 0.023], [0.262, 5.007, 0.590], [0.378, 4.861, 1.673], [1.157, 5.501, 0.194], [-0.574, 5.713, 0.450], [-0.278, 3.936, -1.623], [-1.040, 4.721, -1.743], [0.633, 4.277, -2.131], [-0.658, 3.040, -2.128], [3.164, 3.918, 1.758], [3.058, 3.198, 2.580], [4.159, 4.380, 1.836], [2.415, 4.706, 1.881], [4.174, 2.128, 0.352], [3.914, 1.256, 0.963], [4.370, 1.789, -0.673], [5.106, 2.555, 0.754], [3.352, 4.208, -0.748], [3.204, 3.746, -1.736], [2.734, 5.116, -0.699], [4.411, 4.516, -0.680], [-1.425, -3.680, 3.191], [-1.309, -4.079, 4.208], [-1.886, -2.685, 3.275], [-2.111, -4.346, 2.651], [0.906, -2.815, 3.461], [1.916, -2.712, 3.043], [0.514, -1.817, 3.692], [0.995, -3.363, 4.412], [0.547, -5.029, 2.387], [0.701, -5.441, 3.393], [-0.126, -5.713, 1.865], [1.517, -5.034, 1.874], [-1.025, -3.077, -1.753], [-1.791, -3.455, -2.447], [-1.034, -1.981, -1.828], [-0.056, -3.447, -2.117], [-2.789, -3.146, 0.032], [-2.915, -2.058, 0.014], [-3.473, -3.570, -0.716], [-3.093, -3.517, 1.017], [-1.246, -5.096, -0.268], [-0.216, -5.460, -0.373], [-1.683, -5.501, 0.651], [-1.825, -5.525, -1.098], [-0.447, -0.206, 0.875], [1.484, 0.550, 2.061], [2.266, 0.378, 2.897], [-2.832, 0.099, -0.643], [-3.047, 0.255, -1.793], [-3.025, 0.549, -3.197], [-4.207, 0.545, -3.950], [-1.796, 0.820, -3.818], [-4.158, 0.829, -5.313], [-5.151, 0.309, -3.451], [-1.751, 1.121, -5.182], [-0.884, 0.771, -3.217], [-2.932, 1.108, -5.935], [-5.082, 0.830, -5.892], [-0.795, 1.385, -5.640], [-2.889, 1.326, -7.008], [-2.539, 0.179, 3.289], [-2.839, 0.781, 4.457], [-1.771, 1.612, 4.761], [-0.846, 1.473, 3.718], [-1.312, 0.576, 2.819], [-3.124, -0.456, 2.753], [-3.767, 0.591, 4.977], [-1.660, 2.255, 5.614], [0.103, 1.974, 3.596]],
  "mulliken_charge": [-0.24, -0.17, -0.88, -1.27, -0.84, 0.50, 0.51, 0.41, 0.80, -0.06, 0.64, -1.28, 0.59, 0.68, -1.05, 0.59, 2.20, 1.59, 2.19, 1.77, -1.51, 0.25, 0.63, -0.12, -1.95, 0.32, 0.32, 0.50, -1.87, 0.52, 0.27, 0.26, -1.73, 0.23, 0.54, 0.28, -1.64, 0.16, 0.27, 0.59, -1.46, 0.25, 0.24, 0.48, -1.66, 0.51, 0.17, 0.29, -1.61, 0.29, 0.20, 0.57, -1.63, 0.53, 0.32, 0.27, -1.93, 0.61, 0.21, 0.29, -1.23, 0.03, 0.51, 0.22, -1.86, 0.32, 0.34, 0.52, 4.00, -0.50, -0.36, -0.69, 0.15, 0.50, -0.51, -0.06, -0.54, 0.46, -0.73, 0.41, -0.42, 0.39, 0.44, 0.38, -0.31, -0.27, -0.89, -0.68, -0.01, 0.12, 0.46, 0.45, 0.45]
}